Entry 1:
Below is C39H32AgN3O2S4Te as an isolated structure, with properties calculated with ωB97M-V with the def2-TZVPD basis set.

Cartesian coordinates (Å):
Ag -0.7259 1.2222 -1.9374
C 2.5612 4.9172 -2.4240
C 3.2625 4.5122 -3.5438
C 3.2711 3.1698 -3.8850
C 2.5804 2.2660 -3.0829
N 1.9557 2.6536 -1.9708
C 1.9213 3.9438 -1.6689
C 2.4558 0.8180 -3.4440
C 2.8761 0.3276 -4.6778
C 2.6718 -1.0079 -4.9714
C 2.0452 -1.8158 -4.0397
C 1.6521 -1.2448 -2.8374
N 1.8652 0.0350 -2.5405
H 2.4860 5.9596 -2.1452
H 3.7804 5.2344 -4.1644
H 3.7947 2.8422 -4.7719
H 1.3262 4.2061 -0.7999
H 3.3134 0.9821 -5.4177
H 2.9746 -1.4049 -5.9335
H 1.8321 -2.8580 -4.2351
H 1.1027 -1.8123 -2.0946
S -1.7161 3.5001 -0.9093
S -1.3660 4.5867 -2.6387
S -1.9662 3.4193 -4.2202
S -0.6558 1.8170 -4.3706
C -5.8653 -2.2173 1.4351
C -4.5261 -2.1160 0.7519
C -4.1286 -3.0084 -0.2259
C -2.8970 -2.9125 -0.8673
C -2.5617 -3.9633 -1.8329
O -3.4129 -4.6355 -2.4066
C -1.1190 -4.3411 -2.0680
C -0.7553 -4.8478 -3.3083
C 0.5408 -5.2902 -3.5367
C 1.4787 -5.2480 -2.5148
C 1.1146 -4.7566 -1.2662
C -0.1746 -4.2991 -1.0472
C -2.0100 -1.7890 -0.6357
O -1.0132 -1.5797 -1.3582
C -2.3798 -0.9457 0.5007
C -3.6123 -1.1219 1.1104
C -1.4679 0.0863 1.0194
N -0.4371 0.4827 0.3747
C 0.5236 1.3905 0.9787
C 1.9056 0.7982 0.7674
Te 3.4452 2.0946 1.4829
C 2.8925 1.8844 3.5189
C 1.8225 2.6156 4.0334
C 1.4057 2.4314 5.3447
C 2.0683 1.5306 6.1667
C 3.1459 0.8112 5.6701
C 3.5513 0.9838 4.3524
C -1.8041 0.6755 2.3646
C -2.2547 1.9904 2.4409
C -2.5241 2.5624 3.6770
C -2.3386 1.8320 4.8440
C -1.8847 0.5216 4.7707
C -1.6263 -0.0547 3.5348
H -6.4280 -3.0705 1.0517
H -6.4730 -1.3226 1.2721
H -5.7654 -2.3455 2.5176
H -4.7773 -3.8306 -0.5134
H -1.5031 -4.8861 -4.0896
H 0.8199 -5.6644 -4.5151
H 2.4932 -5.5862 -2.6911
H 1.8451 -4.7106 -0.4676
H -0.4550 -3.8882 -0.0860
H -3.8919 -0.4440 1.9112
H 0.3491 1.5638 2.0441
H 0.4435 2.3491 0.4598
H 2.0937 0.6611 -0.2980
H 2.0206 -0.1550 1.2843
H 1.2998 3.3196 3.3980
H 0.5507 2.9830 5.7151
H 1.7396 1.3837 7.1886
H 3.6649 0.1018 6.3041
H 4.3777 0.4035 3.9610
H -2.3774 2.5658 1.5282
H -2.8744 3.5865 3.7245
H -2.5438 2.2833 5.8081
H -1.7286 -0.0517 5.6771
H -1.2798 -1.0796 3.4690

## Properties
E   -104164.150 eV
LUMO level   3.62 eV
Highest occupied orbital energy   -1.04 eV
HOMO-LUMO gap   4.65 eV
Energy relative to the best compared isomer or geometry (same formula, charge and spin)   0.2 kcal/mol
Total charge   -2

=====

Entry 2:
Below is C34H59ClNPPbSi as an isolated structure at a distorted geometry, with properties calculated with ωB97M-V with the def2-TZVPD basis set.

Cartesian coordinates (Å):
Pb 0.2395 -0.6611 4.3292
P 0.0179 -0.4688 -1.1736
Cl 1.7895 -0.5522 2.2720
C 0.5945 1.2985 4.8628
H 1.4689 1.8254 4.4505
H -0.0298 1.8828 5.5583
C 1.2787 -1.5892 -2.0077
C 0.3073 1.2639 -1.8434
C 2.7038 -1.1379 -1.6432
H 1.0883 -2.5479 -1.4860
C 3.7429 -2.1733 -2.0959
H 2.9250 -0.1766 -2.1326
H 2.7811 -0.9745 -0.5578
C 3.5985 -2.5347 -3.5784
H 4.7479 -1.7826 -1.9002
H 3.6203 -3.0779 -1.4858
C 2.1595 -2.8938 -3.9679
H 3.9359 -1.6861 -4.1887
H 4.2592 -3.3759 -3.8165
C 1.1357 -1.8472 -3.5091
H 2.0837 -3.0196 -5.0546
H 1.8945 -3.8571 -3.5109
H 1.2945 -0.9151 -4.0677
H 0.1244 -2.1956 -3.7566
C -1.6653 -0.9974 -1.8085
C 0.7844 1.4236 -3.2857
H -0.6915 1.7357 -1.7585
C 0.8228 2.9132 -3.6492
H 1.7947 1.0031 -3.3943
H 0.1280 0.8937 -3.9899
C 1.7104 3.7228 -2.6954
H 1.1803 3.0267 -4.6797
H -0.2015 3.3086 -3.6142
C 1.3900 3.4766 -1.2170
H 2.7617 3.4599 -2.8752
H 1.6086 4.7915 -2.9162
C 1.2697 1.9849 -0.8841
H 2.1668 3.9206 -0.5807
H 0.4444 3.9726 -0.9496
H 2.2666 1.5196 -0.9368
H 0.9374 1.8721 0.1582
C -1.8472 -2.5196 -1.6726
H -2.3320 -0.5127 -1.0675
C -3.2821 -2.9408 -2.0066
H -1.1498 -3.0412 -2.3461
H -1.5959 -2.8382 -0.6498
C -3.7590 -2.4013 -3.3614
H -3.3514 -4.0352 -1.9962
H -3.9492 -2.5680 -1.2169
C -3.5035 -0.8985 -3.5335
H -3.2500 -2.9490 -4.1660
H -4.8305 -2.6015 -3.4755
C -2.0652 -0.4848 -3.1945
H -3.7333 -0.5951 -4.5616
H -4.1826 -0.3423 -2.8731
H -1.3815 -0.8879 -3.9570
H -1.9845 0.6101 -3.2396
C 0.0156 -3.8361 2.5716
C -0.1565 -3.5339 3.8194
H 0.9145 -3.5107 2.0306
C -1.4650 -3.7440 4.5587
H 0.6983 -3.2344 4.4545
C -2.3433 -4.8209 3.8947
H -1.2793 -4.0124 5.6093
H -2.0474 -2.8037 4.5880
C -2.3633 -4.6989 2.3706
H -1.9457 -5.8070 4.1611
H -3.3650 -4.7710 4.2885
C -0.9462 -4.6689 1.7700
H -2.9255 -5.5402 1.9489
H -2.8887 -3.7793 2.0841
H -0.5801 -5.7087 1.7174
H -0.9865 -4.3220 0.7284
C -2.1368 3.6165 0.7357
Si -1.4057 2.7341 2.2244
C -2.0622 3.4470 3.8197
C -1.8376 0.8922 2.1252
N 0.3020 2.9047 2.1574
C 1.3489 3.6432 2.4307
C 1.2666 5.0218 2.8472
C 2.4111 5.7243 3.1936
C 3.6770 5.1238 3.0943
C 3.7974 3.7955 2.6571
C 2.6657 3.0617 2.3452
H -3.1651 3.9390 0.9536
H -2.1668 2.9771 -0.1574
H -1.5505 4.5126 0.4920
H -3.1607 3.4208 3.8217
H -1.6944 2.8762 4.6805
H -1.7423 4.4900 3.9433
H -0.9828 0.3032 1.7604
H -2.1592 0.5008 3.1041
H -2.6712 0.7359 1.4251
H 0.2737 5.4752 2.9005
H 2.3194 6.7530 3.5438
H 4.5699 5.6905 3.3615
H 4.7764 3.3233 2.5688
H 2.7199 2.0040 2.0743

## Properties
E   -72640.621 eV
LUMO level (spin up / spin down)   -1.43 / -1.37 eV
Highest occupied orbital energy (spin up / spin down)   -7.37 / -7.37 eV
HOMO-LUMO gap (spin up / spin down)   5.94 / 6.01 eV
Energy relative to the best compared isomer or geometry (same formula, charge and spin)   82.5 kcal/mol

=====

Entry 3:
Below is a 2-piece molecular cluster, CHCl4OP overall at a distorted geometry, with properties calculated with ωB97M-V with the def2-TZVPD basis set.

Cartesian coordinates (Å):
C -1.7567 -0.2357 -0.3196
O 1.7541 -0.7565 -0.8553
P 1.2967 0.0519 0.2750
Cl -2.3200 1.3689 -0.6470
Cl -1.4245 -1.2496 -1.5287
Cl 2.1652 1.8230 0.3916
Cl 2.3306 -0.4922 2.0637
H -2.0452 -0.5099 0.6204

## Properties
E   -62477.616 eV
<S²>   2.01
Multiplicity   3
LUMO level (spin up / spin down)   0.59 / -3.52 eV
Highest occupied orbital energy (spin up / spin down)   -8.41 / -11.22 eV
HOMO-LUMO gap (spin up / spin down)   9.01 / 7.70 eV

=====

Entry 4:
Below is a 2-piece molecular cluster, O5S2 overall at a distorted geometry, with properties calculated with ωB97M-V with the def2-TZVPD basis set.

Cartesian coordinates (Å):
O -0.0773 0.2462 2.0385
O -2.2703 0.7220 1.1053
O -0.0187 -1.6234 -1.9889
O 2.4910 -0.9948 -1.4648
O -0.3699 2.1536 0.4182
S 1.0432 -1.2843 -0.9699
S -0.7981 0.7808 0.8616

## Properties
E   -31906.555 eV
LUMO level (spin up / spin down)   6.62 / 6.47 eV
Highest occupied orbital energy (spin up / spin down)   -0.19 / 1.37 eV
HOMO-LUMO gap (spin up / spin down)   6.81 / 5.09 eV
Energy relative to the best compared isomer or geometry (same formula, charge and spin)   18.8 kcal/mol
Total charge   -2